Entry 1:
{"formula": "C3H5NO", "method": "the ωB97M-V functional and the def2-TZVPD basis", "total_charge": 0, "homo_ev": [-8.916, -8.917], "de_lowest_kcal_mol": 89.5, "orbital_gap_ha": [0.322, 0.322], "max_force_ev_per_a": 5.24, "symbols": ["C", "C", "C", "N", "O", "H", "H", "H", "H", "H"], "coordinates": [[-1.542, 0.212, -0.017], [-0.225, -0.326, 0.321], [1.555, 0.072, -0.266], [0.374, -1.047, 1.067], [1.778, 1.276, -0.294], [2.034, -0.594, 0.616], [1.658, -0.650, -1.088], [-1.421, 1.103, -0.635], [-2.097, 0.476, 0.883], [-2.115, -0.522, -0.587]], "mulliken_charge": [-0.89, 0.53, -0.14, -0.38, -0.52, 0.22, 0.34, 0.28, 0.29, 0.29]}


Entry 2:
{"formula": "C3H5NO", "method": "the ωB97M-V functional and the def2-TZVPD basis", "total_charge": 0, "smiles": "C1=NC1.C=O", "homo_ev": -10.297, "de_lowest_kcal_mol": 77.1, "orbital_gap_ha": 0.400, "max_force_ev_per_a": 0.69, "symbols": ["C", "N", "C", "H", "H", "H", "C", "O", "H", "H"], "coordinates": [[0.872, -0.434, 0.819], [1.860, -1.200, 0.757], [1.061, -0.937, -0.519], [0.338, 0.166, 1.550], [1.534, -0.319, -1.281], [0.449, -1.756, -0.895], [-1.531, 1.123, -0.103], [-1.363, 0.731, -1.229], [-2.103, 0.535, 0.644], [-1.117, 2.091, 0.259]], "mulliken_charge": [0.04, -0.46, -0.37, 0.31, 0.24, 0.24, -0.21, -0.37, 0.30, 0.29]}